[1]
C34H45BN8NiS4 as an isolated structure at a distorted geometry. Source: the OMol25 dataset; level of theory: ωB97M-V with the def2-TZVPD basis set.

Output
Net charge: +2
DFT total energy: -4886.19913 a.u.
HOMO (spin up / spin down): -12.99 / -12.99 eV
Largest force on an atom: 1.1 eV/Å

Last column: Mulliken charge in e.
Positions of all 93 atoms, in Å:
Ni1 0.99537 1.29817 -2.42550  -0.774
C1 -1.89316 5.02785 -0.38259  -1.857
C2 -1.42901 3.79279 0.31420  0.300
C3 -1.57773 3.58844 1.66036  -0.232
C4 -1.09920 2.40791 2.26891  -0.313
N1 -0.50061 1.47702 1.55315  -0.262
N2 -0.36411 1.65932 0.25391  0.585
B1 0.41953 0.58191 -0.55830  1.735
N3 -0.35385 -0.70969 -0.86270  1.091
N4 -1.39470 -1.05555 -0.10547  -0.831
C5 -1.91268 -2.24337 -0.26671  -0.119
C6 -1.37150 -3.15343 -1.21586  -0.393
C7 -0.29389 -2.81335 -1.98088  0.189
C8 0.32332 -3.71619 -2.99529  -1.894
C9 0.20577 -1.50005 -1.79354  0.605
S1 1.47177 -0.86653 -2.75604  -0.641
C10 -3.12365 -2.64536 0.55321  2.226
C11 -2.89023 -4.03108 1.17702  -1.603
C12 -3.37902 -1.63501 1.66906  -1.787
C13 -4.33734 -2.70173 -0.39005  -1.802
N5 1.72836 0.20155 0.19158  0.337
N6 1.57521 -0.75684 1.10488  -0.227
C14 2.60903 -1.14676 1.80638  -0.077
C15 3.87589 -0.54525 1.59704  -0.553
C16 4.03921 0.43998 0.66395  0.336
C17 5.35214 1.09332 0.38711  -1.846
C18 2.88734 0.80718 -0.07476  0.467
S2 2.91232 1.97501 -1.32079  -0.598
C19 2.42551 -2.26780 2.81436  2.300
C20 0.96425 -2.72406 2.86278  -1.747
C21 3.32263 -3.44721 2.41165  -1.822
C22 2.86618 -1.74789 4.19457  -1.510
C23 -0.78259 2.75616 -0.39646  0.685
S3 -0.49966 2.83903 -2.08710  -0.411
C24 -1.26426 2.14914 3.75421  2.230
C25 -1.67642 3.40850 4.51989  -2.378
C26 0.05293 1.61125 4.32921  -1.529
C27 -2.36467 1.08425 3.90996  -1.325
H1 -2.20321 5.78472 0.33326  0.399
H2 -1.10752 5.43488 -1.01929  0.417
H3 -2.74132 4.79805 -1.03195  0.383
H4 -2.04181 4.35027 2.27037  0.561
H5 -1.83501 -4.12193 -1.34552  0.498
H6 -0.21143 -4.66086 -3.05037  0.436
H7 0.31792 -3.23977 -3.97809  0.409
H8 1.36901 -3.91326 -2.74957  0.378
H9 -1.95277 -4.06148 1.73588  0.139
H10 -3.70296 -4.24979 1.86918  0.493
H11 -2.87876 -4.82735 0.43252  0.446
H12 -2.52796 -1.61271 2.35070  0.178
H13 -3.53150 -0.63562 1.26265  0.342
H14 -4.26735 -1.92366 2.23048  0.496
H15 -4.19492 -3.43213 -1.18844  0.381
H16 -5.22004 -2.99455 0.17875  0.467
H17 -4.52650 -1.72579 -0.84040  0.376
H18 4.73867 -0.88153 2.15724  0.454
H19 6.15589 0.59358 0.92165  0.414
H20 5.57284 1.07592 -0.68179  0.409
H21 5.32797 2.14139 0.69523  0.375
H22 0.68793 -3.22597 1.93329  0.334
H23 0.82477 -3.42397 3.68677  0.524
H24 0.29402 -1.87568 3.00087  0.094
H25 3.05808 -3.82618 1.42294  0.348
H26 4.37656 -3.16532 2.40512  0.392
H27 3.20071 -4.25639 3.13172  0.479
H28 2.35655 -0.82145 4.45570  0.185
H29 2.63408 -2.49132 4.95682  0.484
H30 3.94224 -1.56812 4.22189  0.384
H31 -0.98835 4.23942 4.35076  0.509
H32 -2.69156 3.72619 4.27477  0.428
H33 -1.65923 3.18123 5.58513  0.426
H34 0.79135 2.40963 4.42779  0.437
H35 -0.12735 1.18934 5.31780  0.451
H36 0.45186 0.83368 3.68088  0.078
H37 -3.30073 1.41498 3.45519  0.395
H38 -2.05723 0.14831 3.44704  0.023
H39 -2.54523 0.91177 4.97110  0.499
N7 3.40023 2.77877 -4.63421  -0.258
C28 2.22843 2.39396 -5.15404  0.575
N8 1.27496 1.79087 -4.48471  0.420
C29 0.20024 1.47393 -5.31707  0.134
C30 -0.96912 0.81494 -4.94229  0.072
C31 -1.95026 0.58409 -5.88803  -1.085
C32 -1.78586 0.99950 -7.20908  -0.563
C33 -0.63147 1.65299 -7.59986  -0.584
C34 0.35218 1.87904 -6.64875  0.460
S4 1.89317 2.65958 -6.85255  -0.281
H40 3.61748 2.56570 -3.67868  -0.061
H41 4.08483 3.25866 -5.18918  0.244
H42 -1.10183 0.49023 -3.91628  0.171
H43 -2.86041 0.07759 -5.59595  0.439
H44 -2.56657 0.80826 -7.93166  0.411
H45 -0.49219 1.98178 -8.62109  0.430

=====

[2]
C57H44F5N7O8Y as an isolated structure at a distorted geometry. Source: the OMol25 dataset; level of theory: ωB97M-V with the def2-TZVPD basis set.

Output
Net charge: -1
DFT total energy: -3721.56901 a.u.
HOMO: -4.24 eV
Largest force on an atom: 1.2 eV/Å

Last column: Mulliken charge in e.
Positions of all 122 atoms, in Å:
Y1 -0.31623 0.25001 -0.65643  0.359
C1 -7.17323 -1.22315 6.68491  -0.862
O1 -6.86842 -0.14492 5.82460  -0.469
C2 -5.75632 -0.27200 5.03976  0.928
C3 -4.89267 -1.35842 5.07791  -0.664
C4 -3.79025 -1.38718 4.22485  -0.730
C5 -3.52822 -0.35548 3.33467  0.071
C6 -4.40837 0.73198 3.32371  -0.071
C7 -5.50699 0.77759 4.16011  -0.946
C8 -2.35546 -0.38412 2.41473  1.289
C9 -2.27956 -1.43163 1.48837  0.422
C10 -3.26454 -2.48163 1.34217  -1.396
C11 -2.79524 -3.32225 0.39237  -1.545
C12 -1.52793 -2.78368 -0.04736  0.583
N1 -1.26311 -1.62104 0.60733  -0.328
C13 -0.69423 -3.39577 -0.98876  0.808
C14 0.52200 -2.88119 -1.44766  0.414
C15 1.45643 -3.62305 -2.26176  -1.753
C16 2.53866 -2.83219 -2.43300  -1.633
C17 2.27321 -1.59961 -1.72797  0.966
C18 3.17179 -0.52748 -1.66592  1.089
C19 4.40474 -0.63030 -2.50407  -0.713
C20 4.31165 -0.55381 -3.89751  -0.115
C21 5.43650 -0.64361 -4.69500  -0.862
C22 6.68961 -0.81499 -4.11384  0.995
O2 7.74801 -0.88715 -4.97719  -0.464
C23 9.02788 -1.05617 -4.40562  -0.852
C24 6.80473 -0.90603 -2.73251  -0.600
C25 5.65881 -0.81217 -1.94348  -0.485
C26 3.02197 0.59993 -0.85464  0.245
N2 1.96728 0.84331 -0.02185  0.004
C27 2.32329 1.89806 0.76380  0.274
C28 1.59064 2.39835 1.84561  1.170
C29 2.19309 3.52573 2.62271  0.046
C30 1.58031 4.78121 2.66661  -0.066
C31 2.12334 5.82251 3.39529  -0.791
C32 3.30519 5.63273 4.10455  0.937
O3 3.77735 6.71765 4.78921  -0.470
C33 4.96657 6.53761 5.53052  -0.854
C34 3.92953 4.39195 4.08451  -0.727
C35 3.36539 3.35454 3.34478  -0.398
C36 0.37236 1.87791 2.30541  0.348
C37 -0.26612 2.30389 3.53333  -1.761
C38 -1.36842 1.53833 3.68298  -1.841
C39 -1.40485 0.63200 2.55512  0.400
N3 -0.34171 0.86942 1.73583  0.355
C40 3.60945 2.41254 0.33549  -1.250
C41 4.03350 1.61685 -0.67225  -1.529
N4 1.04660 -1.65688 -1.14091  -0.090
C42 -1.11748 -4.72642 -1.51734  -0.258
C43 -1.46805 -4.88034 -2.86173  0.000
C44 -1.86771 -6.10618 -3.35908  -0.916
C45 -1.92471 -7.21399 -2.51862  1.041
O4 -2.33425 -8.38414 -3.09581  -0.460
C46 -2.43464 -9.51387 -2.25554  -0.854
C47 -1.57648 -7.08568 -1.17988  -0.675
C48 -1.17984 -5.84063 -0.69453  -0.374
H1 -8.10481 -0.96505 7.18166  0.251
H2 -6.39389 -1.36886 7.43762  0.332
H3 -7.30837 -2.15350 6.12701  0.338
H4 -5.05034 -2.17750 5.76485  0.387
H5 -3.11174 -2.23179 4.26432  0.494
H6 -4.22167 1.54362 2.62948  0.504
H7 -6.18959 1.61862 4.14797  0.451
H8 -4.19656 -2.55040 1.88014  0.623
H9 -3.26641 -4.21051 0.00227  0.557
H10 1.30320 -4.62483 -2.63051  0.509
H11 3.44632 -3.05755 -2.97007  0.484
H12 3.33528 -0.41977 -4.35115  0.602
H13 5.36602 -0.58066 -5.77411  0.444
H14 9.73299 -1.07800 -5.23185  0.248
H15 9.09778 -1.99450 -3.84850  0.331
H16 9.28080 -0.22736 -3.73897  0.329
H17 7.76410 -1.05370 -2.25809  0.365
H18 5.74727 -0.89222 -0.86573  0.475
H19 0.66093 4.93589 2.11280  0.407
H20 1.64955 6.79632 3.42604  0.431
H21 5.18142 7.49182 6.00327  0.248
H22 5.80269 6.26084 4.88335  0.329
H23 4.84564 5.77300 6.30249  0.333
H24 4.84032 4.21304 4.63709  0.378
H25 3.84632 2.38323 3.33831  0.493
H26 0.10150 3.06683 4.20171  0.502
H27 -2.06864 1.55073 4.50343  0.515
H28 4.11264 3.27035 0.75269  0.597
H29 4.94540 1.70410 -1.24098  0.597
H30 -1.44409 -4.01423 -3.51416  0.478
H31 -2.14960 -6.22513 -4.39810  0.413
H32 -2.79528 -10.32787 -2.87859  0.248
H33 -3.14221 -9.34489 -1.43929  0.334
H34 -1.46387 -9.78793 -1.83364  0.328
H35 -1.60425 -7.93183 -0.50846  0.364
H36 -0.90445 -5.73942 0.34917  0.462
C49 -4.41676 4.74705 -0.36176  -0.985
O5 -3.14604 4.14417 -0.16009  -0.291
C50 -3.02148 2.79956 -0.08181  -0.233
O6 -1.92474 2.33623 0.08565  0.734
N5 -4.17662 2.08327 -0.15784  -0.275
N6 -4.06222 0.69392 0.08329  -0.164
H37 -4.25009 5.81755 -0.29565  0.257
H38 -5.12945 4.43628 0.40239  0.352
H39 -4.80964 4.51927 -1.35620  0.329
H40 -4.82232 2.38515 -0.87305  0.267
H41 -3.58485 0.21182 -0.67908  -0.176
H42 -4.98937 0.31970 0.22594  0.300
O7 0.90991 3.98179 -1.15640  -0.710
H43 1.57282 3.79864 -0.48249  0.359
H44 0.05564 3.91863 -0.71185  0.236
O8 -3.20119 -1.57492 -3.77413  -0.766
C51 -2.67596 -1.02971 -2.84850  0.709
N7 -2.15337 -0.48598 -1.92591  -0.641
F1 0.85544 -0.35362 -3.66843  -0.211
C52 0.28348 0.87057 -3.87085  -0.325
C53 -0.30647 1.53184 -2.81562  1.563
C54 -0.92216 2.69200 -3.23682  -0.405
F2 -1.62141 3.48136 -2.36402  -0.457
C55 -0.91827 3.18853 -4.52590  -0.160
F3 -1.54075 4.34379 -4.83761  -0.339
C56 -0.26618 2.48814 -5.51819  0.942
F4 -0.23663 2.94919 -6.77998  -0.346
C57 0.34156 1.29902 -5.18418  -0.322
F5 0.96782 0.57888 -6.13533  -0.359

=====

- largest force on an atom of number 2 (C57H44F5N7O8Y)?
  1.2 eV/Å

=====

- The lowest largest force on an atom belongs to which entry?
  C34H45BN8NiS4